A:
Entry from OMol25: the molecule C9H11NO4S (wB97M-V/def2-TZVPD).

Geometry as XYZ:
```
26
Properties=species:S:1:pos:R:3:mulliken_charge:R:1
O -2.268 1.102 0.654 -0.557
C -2.274 1.617 -0.434 0.466
O -3.399 2.041 -1.018 -0.467
C -1.072 1.844 -1.307 -0.296
C 0.230 1.854 -0.506 -0.697
N 1.311 1.288 -1.289 -0.411
S 1.261 -0.355 -1.622 1.201
O 2.580 -0.693 -2.065 -0.692
O 0.153 -0.600 -2.500 -0.689
C 0.932 -1.131 -0.042 0.059
C -0.351 -1.535 0.268 -0.091
C -0.603 -2.082 1.515 -0.618
C 0.430 -2.218 2.429 -0.427
C 1.717 -1.819 2.102 -0.521
C 1.971 -1.267 0.857 -0.443
H -4.169 1.850 -0.459 0.354
H -1.027 1.007 -2.013 0.234
H -1.212 2.753 -1.889 0.405
H 0.505 2.877 -0.240 0.457
H 0.070 1.289 0.425 0.330
H 2.230 1.524 -0.951 0.328
H -1.129 -1.420 -0.470 0.485
H -1.602 -2.394 1.774 0.398
H 0.233 -2.641 3.403 0.388
H 2.519 -1.935 2.815 0.395
H 2.962 -0.955 0.564 0.407
```

Structure (SMILES): O=C(O)CCNS(=O)(=O)c1ccccc1
2S+1: 1
Total charge: 0
LUMO energy (Ha): 0.02285
Gap between HOMO and LUMO (eV): 10.560
HOMO (eV): -9.94

B:
Entry from OMol25: the molecule C9H11NO4S (wB97M-V/def2-TZVPD).

Geometry as XYZ:
```
26
Properties=species:S:1:pos:R:3:mulliken_charge:R:1
C 2.969 0.982 2.166 -0.439
C 1.669 0.941 2.698 -0.541
C 3.255 0.819 0.816 -0.473
C 0.593 0.981 1.828 -0.471
C 2.209 0.919 -0.065 -0.425
C 0.912 0.952 0.486 0.337
C -3.039 -1.317 -0.749 -1.435
C -2.024 0.767 -2.137 -1.389
C -1.998 -0.295 -1.103 0.786
N -1.012 -0.244 -0.263 0.714
O -0.778 -1.177 0.523 -0.566
O -0.079 0.825 -0.464 -0.336
O -0.536 -2.432 -1.636 -0.502
O 1.597 -1.996 -0.328 -0.427
S 0.279 -2.618 -0.427 0.639
H 3.942 0.996 2.709 0.256
H 1.291 0.909 3.725 0.319
H 4.282 0.743 0.647 0.464
H -0.336 0.948 2.140 0.717
H 2.402 0.830 -1.055 0.502
H -3.749 -1.208 -1.416 0.524
H -3.302 -1.277 0.275 0.319
H -2.621 -2.343 -0.923 0.317
H -1.514 0.424 -2.971 0.380
H -1.412 1.628 -1.983 0.374
H -2.997 1.244 -2.492 0.353
```

2S+1: 1
Total charge: 0
LUMO energy (Ha): 0.01813
Gap between HOMO and LUMO (eV): 9.446
HOMO (eV): -8.95

Tell me which of them is the most stable. Sure, it is A.

A:
Entry from OMol25: a structure of composition C5H5IO2 (wB97M-V/def2-TZVPD).

Geometry as XYZ:
```
13
Properties=species:S:1:pos:R:3:mulliken_charge:R:1
C 0.016 0.078 -1.366 -0.479
C 0.101 0.269 0.160 0.303
C -0.826 -1.069 -1.158 0.425
C 0.530 1.186 1.078 0.245
C -0.859 -0.853 0.378 -1.121
O -1.473 -1.896 -1.785 -0.591
O 1.445 1.991 0.772 -0.472
I 0.459 0.292 2.939 0.026
H 0.956 -0.437 -1.875 0.191
H -0.490 0.595 -2.241 0.305
H -0.393 -1.594 1.060 0.330
H -1.746 -0.769 0.884 0.469
H 2.281 2.206 1.153 0.368
```

2S+1: 1
Total charge: 0
LUMO energy (Ha): 0.00941
Gap between HOMO and LUMO (eV): 8.947
HOMO (eV): -8.69

B:
Entry from OMol25: a cluster of 2 separate species, C5H5IO2 in total (wB97M-V/def2-TZVPD).

Geometry as XYZ:
```
13
Properties=species:S:1:pos:R:3:mulliken_charge:R:1
I -1.902 -1.279 0.351 0.055
C 0.081 -0.583 -0.063 0.027
C 0.984 -1.067 -1.216 -0.453
C 1.361 -1.113 0.270 -0.362
C 1.060 0.264 0.711 -0.537
H 1.355 -0.187 -1.736 0.170
H 0.592 -1.844 -1.963 0.251
H 1.811 -1.825 0.902 0.389
H 1.126 0.258 1.770 0.271
H 1.671 1.072 0.292 0.199
O -2.396 2.137 -0.868 -0.365
C -2.687 2.115 0.241 0.685
O -3.057 2.053 1.308 -0.331
```

Structure (SMILES): I[C@]12C[C@@H]1C2.O=C=O
2S+1: 1
Total charge: 0
LUMO energy (Ha): 0.01438
Gap between HOMO and LUMO (eV): 9.547
HOMO (eV): -9.16

Tell me which of them is the most stable. Sure, it is B.